(1)
# C21H22F3N5O6

One molecule with the formula C21H22F3N5O6 (ωB97M-V/def2-TZVPD, the Open Molecules 2025 dataset).

Calculated values
HOMO-LUMO gap (Ha): 0.34096
Multiplicity: 1
Energy (eV): -50025.111
F_max (Eh/bohr): 0.0286
Relative energy (zero: lowest compared OMol25 entry of this formula, charge and spin) (kJ/mol): 0.0
Molecular weight (g mol⁻¹): 497.43
SMILES string: COCCn1cnc2c1c(=O)n(CC(=O)OCC(=O)NCC(F)(F)F)c(=O)n2Cc1ccccc1
Charge: 0

The geometry in XYZ format:
```
57
Properties=species:S:1:pos:R:3:forces:R:3
C -4.718909 0.880416 1.688106 -0.1 -0.1 0.0
O -3.529586 1.606616 1.513496 0.3 0.2 -0.1
C -3.013539 1.511026 0.205166 0.1 0.1 0.0
C -1.723109 2.327005 0.143858 -0.8 -0.1 -0.3
N -0.739606 1.798439 1.048826 0.3 0.0 0.3
C -0.368689 2.297747 2.237720 -0.1 -0.1 -0.2
N 0.535273 1.569949 2.859551 0.5 -0.3 0.4
C 0.758261 0.525670 2.035623 -0.9 0.5 -1.0
C -0.027953 0.630313 0.891683 0.6 -0.3 0.6
C 0.016834 -0.346684 -0.140868 0.0 0.2 0.3
O -0.638497 -0.369303 -1.176612 -0.2 -0.1 0.0
N 0.927314 -1.360679 0.144808 -0.1 -0.2 -0.2
C 1.057478 -2.399544 -0.857663 0.0 -0.2 -0.2
C 1.528856 -1.876822 -2.203652 -0.1 -0.3 0.1
O 1.482920 -2.514849 -3.217361 0.0 0.0 0.1
O 2.009817 -0.629763 -2.117363 0.1 0.2 0.2
C 2.454871 -0.038735 -3.327342 0.3 0.0 -0.6
C 1.348946 0.463259 -4.257181 -0.1 -0.2 0.5
O 1.626896 0.959949 -5.325323 0.4 0.1 -0.3
N 0.083335 0.301605 -3.817425 -0.4 -0.1 0.2
C -1.019624 0.717197 -4.637690 0.0 0.2 -0.1
C -1.824775 1.830612 -3.973998 0.0 0.1 -0.1
F -2.577321 2.499423 -4.856868 0.0 0.0 -0.3
F -2.671175 1.370274 -3.036884 -0.1 -0.3 0.2
F -1.049125 2.734193 -3.358537 0.3 0.1 0.0
C 1.745587 -1.481045 1.272367 0.0 0.1 0.0
O 2.513069 -2.410260 1.392312 0.2 -0.2 0.1
N 1.630995 -0.498194 2.220560 0.2 0.0 0.0
C 2.390278 -0.602225 3.463046 0.1 -0.2 0.2
C 1.586017 -1.345426 4.498149 0.1 0.0 0.0
C 1.704032 -2.723473 4.620808 0.0 0.0 0.0
C 0.934952 -3.407195 5.546444 0.0 -0.1 0.0
C 0.041441 -2.719611 6.350398 -0.1 0.0 0.0
C -0.085509 -1.346238 6.224137 -0.1 0.0 0.0
C 0.682394 -0.659932 5.299881 0.0 0.0 0.0
H -5.019465 1.023054 2.723667 -0.1 -0.1 0.0
H -5.508441 1.247499 1.021777 0.0 0.0 0.0
H -4.563910 -0.187786 1.494599 0.0 0.0 0.0
H -3.728850 1.910201 -0.527397 0.1 0.0 0.0
H -2.806343 0.464192 -0.057519 0.0 0.1 0.0
H -1.930453 3.358180 0.434820 0.1 -0.1 -0.1
H -1.328000 2.297660 -0.872494 0.0 0.1 0.1
H -0.769931 3.207199 2.637488 -0.2 0.2 0.0
H 0.097986 -2.902290 -1.013565 0.2 0.1 0.0
H 1.786733 -3.126339 -0.485201 -0.2 0.2 -0.1
H 3.083597 0.807354 -3.042416 -0.1 -0.1 -0.1
H 3.051857 -0.757039 -3.901137 -0.1 0.2 0.1
H -0.129978 -0.054287 -2.887208 0.2 0.0 -0.2
H -0.602541 1.101176 -5.576488 -0.2 -0.1 0.2
H -1.703120 -0.113853 -4.841475 0.0 0.2 0.0
H 2.599187 0.416576 3.792319 0.1 -0.1 0.0
H 3.314911 -1.135476 3.234329 -0.1 0.2 0.0
H 2.394554 -3.256637 3.984493 0.1 0.0 -0.1
H 1.033254 -4.478586 5.640110 0.0 -0.1 0.0
H -0.556714 -3.253890 7.073861 0.0 0.0 0.1
H -0.784008 -0.808158 6.847923 -0.1 0.0 0.1
H 0.582382 0.409738 5.189678 0.0 0.1 0.0
```
Forces are in eV/Å.

(2)
# C21H22I2N8O2S2Zn

C21H22I2N8O2S2Zn as an isolated structure (ωB97M-V/def2-TZVPD, the Open Molecules 2025 dataset).

Calculated values
HOMO-LUMO gap (Ha): 0.24773
Multiplicity: 1
Energy (eV): -124429.034
F_max (Eh/bohr): 0.0874
Relative energy (zero: lowest compared OMol25 entry of this formula, charge and spin) (kJ/mol): 42.3
Molecular weight (g mol⁻¹): 801.79
Charge: +2

The geometry in XYZ format:
```
58
Properties=species:S:1:pos:R:3:forces:R:3
Zn -1.261720 2.051014 0.155949 -0.2 -0.1 0.3
I 1.290740 4.635641 -1.885914 -0.1 -0.6 0.3
C 2.196305 6.393437 -2.588600 -1.1 0.8 0.3
I 0.657547 7.960103 -2.809668 1.0 -0.6 0.1
H 2.559395 6.166144 -3.564793 0.4 0.1 -0.5
H 2.956766 6.671404 -1.865536 -0.1 0.2 -0.2
N 0.366872 1.532465 3.211722 0.0 -1.8 1.1
C -0.071971 2.768388 2.931781 -0.4 0.8 -1.1
N -0.561352 3.113551 1.740526 -0.1 -1.1 0.6
C -1.084415 4.394573 1.744629 0.0 -1.3 -1.0
C -0.942515 5.043462 2.872460 0.3 2.5 2.5
S -0.102915 4.032111 4.057872 -0.6 1.3 -0.2
C -1.762787 4.807442 0.532630 0.9 1.0 0.4
C -2.205753 6.050768 0.256973 -0.3 -0.9 -1.1
S -2.880674 6.050114 -1.333501 0.1 0.4 0.2
C -2.482475 4.414370 -1.509828 -0.4 -0.6 -0.2
N -1.854327 3.884474 -0.470138 -0.9 -0.3 -0.8
N -2.906709 3.688295 -2.589524 -0.9 0.9 -1.0
H -0.358829 0.790109 2.983924 1.3 0.7 0.1
H 0.860745 1.421536 4.127435 -0.9 0.1 -1.2
H -1.256874 6.116044 3.059726 0.6 -1.7 0.0
H -2.102452 6.948017 0.794939 -0.1 0.7 0.7
H -3.477688 4.180262 -3.317994 0.9 -0.5 1.2
H -2.225162 3.113176 -3.031796 0.5 -0.5 -0.1
N -1.728287 -2.935635 0.950177 -0.2 0.9 -1.8
C -2.510708 -1.815125 0.366338 -2.0 0.3 1.6
C -2.043023 -0.441063 0.813081 0.0 0.0 0.7
O -2.624259 0.577147 0.246143 1.3 -0.5 0.4
O -1.158137 -0.400540 1.699163 -0.9 0.4 -0.9
H -2.422028 -3.628775 0.907343 -0.8 -1.8 0.1
H -1.587810 -2.791849 1.917874 0.3 0.6 1.2
H -0.388266 -3.986330 0.211182 -0.6 1.0 -0.2
H -3.610232 -1.902951 0.723067 1.5 0.4 -0.4
H -2.618280 -1.857818 -0.704214 0.4 -0.2 -0.4
N 2.689845 -3.711371 -0.421640 -0.4 0.6 0.0
C 2.572142 -5.091415 -0.231716 1.2 0.4 -0.5
C 3.590489 -6.028303 -0.226294 -1.4 -2.4 0.4
C 3.105773 -7.365954 -0.153017 -0.3 2.6 -0.2
C 1.716573 -7.673843 -0.230679 1.2 0.4 0.1
C 0.717785 -6.726056 -0.210355 0.5 0.6 -0.7
C 1.243181 -5.409247 -0.182650 -2.9 1.3 0.2
N 0.519500 -4.129649 -0.233489 3.8 -1.3 -0.9
C 1.471690 -3.149317 -0.435678 -0.8 -4.3 0.9
C 1.116001 -1.810191 -0.592920 -1.0 2.3 -0.1
C 1.791169 -0.822847 0.080425 0.8 0.2 0.5
C 1.250054 0.455877 0.082637 -0.2 0.3 0.4
N 0.170216 0.742428 -0.609889 -1.1 0.2 -1.3
C -0.414845 -0.192273 -1.449487 1.0 1.4 2.0
C -0.042543 -1.480859 -1.348932 1.6 -0.7 -1.2
H 3.575966 -3.226542 -0.587469 -0.6 -0.2 0.0
H 4.642519 -5.815127 -0.280004 0.1 0.2 0.0
H 3.832083 -8.125665 -0.092082 0.5 -1.0 -0.1
H 1.511441 -8.694551 -0.417095 -0.5 -0.9 0.2
H -0.335554 -6.999162 -0.437963 0.9 0.5 0.6
H 2.694443 -0.977914 0.690944 -0.6 -0.3 -0.4
H 1.628319 1.227391 0.765427 -0.1 -0.3 -0.4
H -1.272814 0.114981 -2.009420 -0.2 0.2 -0.3
H -0.432145 -2.154334 -2.102089 -0.2 -0.5 0.5
```
Forces are in eV/Å.

(3)
# C21H22IrN2O2SbSe4

C21H22IrN2O2SbSe4 as an isolated structure (ωB97M-V/def2-TZVPD, the Open Molecules 2025 dataset).

Calculated values
HOMO-LUMO gap (spin up / spin down) (Ha): 0.21630 / 0.18632
Multiplicity: 2
Energy (eV): -299974.430
F_max (Eh/bohr): 0.0092
Relative energy (zero: lowest compared OMol25 entry of this formula, charge and spin) (kJ/mol): 0.0
Molecular weight (g mol⁻¹): 964.24
Charge: -1

The geometry in XYZ format:
```
53
Properties=species:S:1:pos:R:3:forces:R:3
Ir 1.422411 -0.332401 1.075089 0.1 0.2 -0.1
C 4.311618 0.186638 -0.227799 -0.1 0.0 0.0
O 2.872286 0.260531 -0.389002 0.0 0.0 0.1
C 2.337028 0.241443 -1.654697 0.0 0.1 0.0
C 3.098295 0.473373 -2.788467 0.0 0.0 0.0
C 2.481917 0.490958 -4.031243 0.0 0.0 0.0
C 1.116317 0.276309 -4.144027 0.0 0.0 0.0
C 0.360922 0.026677 -3.011751 0.0 0.0 0.0
C 0.961948 0.001888 -1.761591 0.0 -0.1 -0.1
N 0.264481 -0.307609 -0.561428 0.1 0.1 0.1
N -0.936699 -0.647593 -0.685114 0.0 0.0 -0.1
C -1.680028 -1.011575 0.399908 -0.1 -0.1 -0.1
C -1.272197 -1.016832 1.758794 0.3 0.2 0.2
O -0.114886 -0.716716 2.244091 -0.3 -0.2 0.0
C -2.245709 -1.366779 2.759458 -0.1 -0.1 0.0
C -3.506024 -1.714610 2.440863 0.1 0.0 0.1
C -3.950225 -1.747664 1.083207 0.0 0.0 -0.1
C -5.266755 -2.122382 0.760504 0.0 0.0 0.0
C -5.692887 -2.150763 -0.542490 0.0 0.0 0.0
C -4.795435 -1.801186 -1.560748 0.0 0.0 0.0
C -3.505023 -1.433261 -1.266716 0.0 0.0 0.0
C -3.043831 -1.394545 0.066288 0.0 0.0 -0.1
H 4.686238 -0.731601 -0.675431 0.0 0.0 0.0
H 4.483463 0.165257 0.842435 0.0 0.0 0.1
H 4.764147 1.072103 -0.672399 0.0 0.0 0.0
H 4.161938 0.637196 -2.708454 0.0 0.0 0.0
H 3.080288 0.672009 -4.914819 0.0 0.0 0.0
H 0.641024 0.287467 -5.116110 0.0 0.0 0.0
H -0.700235 -0.165114 -3.074450 0.0 0.0 0.0
H -1.891639 -1.347674 3.781404 0.0 0.0 0.0
H -4.210161 -1.983576 3.220786 0.0 0.0 0.0
H -5.940943 -2.390652 1.566727 0.0 0.0 0.0
H -6.707445 -2.441773 -0.783562 0.0 0.0 0.0
H -5.119748 -1.822946 -2.594255 0.0 0.0 0.0
H -2.824603 -1.170103 -2.062084 0.0 0.0 0.0
Se 5.867413 -2.832808 1.516905 0.0 0.0 -0.1
Sb 3.701720 -2.762352 2.547606 -0.1 0.1 0.1
Se 2.931320 -0.422754 3.077515 0.1 0.0 0.0
Se 1.993269 -2.745549 0.556505 0.0 -0.2 0.0
Se 2.941485 -4.465451 4.034782 0.0 0.0 0.0
C 1.004804 4.084703 0.695732 0.0 0.0 0.0
C 0.532851 2.640463 0.519138 0.0 0.0 0.0
C -0.980941 2.567176 0.692303 0.0 0.0 0.0
C 1.254908 1.718272 1.501786 -0.1 -0.1 0.0
H 0.482415 4.762896 0.014410 0.0 0.0 0.0
H 2.077823 4.173165 0.511516 0.0 0.0 0.0
H 0.814719 4.421907 1.719108 0.0 0.0 0.0
H 0.773858 2.347500 -0.509602 0.0 0.0 0.0
H -1.257506 2.930687 1.686845 0.0 0.0 0.0
H -1.356236 1.548757 0.602279 0.0 0.0 0.0
H -1.499179 3.184133 -0.047319 0.0 0.0 0.0
H 0.788004 1.821843 2.488301 0.0 0.0 0.0
H 2.289423 2.052914 1.619271 0.1 0.1 0.0
```
Forces are in eV/Å.

(4)
# C21H22MnNO8P3

C21H22MnNO8P3 as an isolated structure (ωB97M-V/def2-TZVPD, the Open Molecules 2025 dataset).

Calculated values
HOMO-LUMO gap (spin up / spin down) (Ha): 0.28070 / 0.32155
Multiplicity: 5
Energy (eV): -99192.888
F_max (Eh/bohr): 0.0446
Molecular weight (g mol⁻¹): 564.27
Charge: +1

The geometry in XYZ format:
```
56
Properties=species:S:1:pos:R:3:forces:R:3
Mn 0.654463 -0.136621 -1.395489 -0.1 0.8 -1.4
O 4.515062 -1.071521 -1.386489 -0.6 0.2 0.1
C 3.516163 -0.738621 -0.796989 1.0 -0.4 0.8
O 2.412563 -0.378021 -1.394489 0.0 0.1 -0.7
C 3.498962 -0.713821 0.720311 0.1 0.0 -0.1
C 4.752462 -0.716721 1.326511 -0.1 0.0 0.0
C 4.871362 -0.711421 2.703111 -0.1 0.0 -0.1
C 3.733663 -0.728721 3.496111 -0.1 0.0 0.0
C 2.479762 -0.734321 2.909411 -0.1 0.0 -0.1
C 2.349163 -0.710021 1.518211 0.1 0.2 -0.5
P 0.676463 -0.708121 0.796811 0.2 -0.4 2.3
C -0.253537 0.615679 1.612611 0.0 -0.1 -0.3
C -1.624237 0.684579 1.349211 0.1 0.0 0.1
C -2.344337 1.801279 1.726111 0.0 0.0 0.0
C -1.700937 2.864979 2.342311 0.0 0.0 0.0
C -0.342237 2.802379 2.602811 0.0 0.1 0.0
C 0.388363 1.684079 2.239111 0.0 -0.2 -0.1
C 0.017463 -2.354621 1.194711 0.0 0.1 -0.5
C -1.145537 -2.606921 1.913211 0.1 0.1 0.0
C -1.599037 -3.911121 2.035511 0.0 -0.1 0.0
C -0.894837 -4.958721 1.463811 0.0 0.1 0.0
C 0.282563 -4.711221 0.772511 0.0 -0.1 0.0
C 0.731063 -3.413621 0.624211 0.0 0.2 0.0
H 5.624463 -0.724421 0.690011 0.0 0.0 0.0
H 5.851363 -0.695121 3.153011 0.1 0.0 0.1
H 3.828163 -0.732821 4.571811 -0.1 0.0 0.1
H 1.594963 -0.740021 3.532211 0.0 0.0 0.0
H -2.103337 -0.131421 0.823811 -0.1 0.0 0.0
H -3.405637 1.858979 1.534511 -0.1 0.0 0.0
H -2.260637 3.751079 2.599511 0.0 0.1 0.1
H 0.155663 3.643579 3.062611 0.0 0.0 0.1
H 1.454463 1.659179 2.421811 0.0 0.0 0.0
H -1.690037 -1.802321 2.384311 -0.1 0.1 0.0
H -2.512137 -4.112021 2.575011 -0.1 0.0 0.1
H -1.259637 -5.970421 1.557511 0.0 -0.1 0.0
H 0.836963 -5.529921 0.339711 0.1 0.0 0.0
H 1.639963 -3.203021 0.070211 0.0 -0.1 0.0
N -1.581837 1.705779 -4.635989 0.3 -0.3 -0.8
C -1.868737 1.760979 -3.177589 0.5 -0.4 1.0
C -3.009737 2.688379 -2.847189 -0.2 0.1 0.0
P -2.184738 -0.053921 -2.772489 -0.3 -0.1 0.3
O -3.611037 -0.113321 -2.080589 0.0 0.0 -0.4
O -2.210638 -0.699621 -4.095989 -0.1 -0.1 -0.3
O -1.164937 -0.535521 -1.737389 -0.3 -0.1 0.3
P -0.219737 2.133679 -2.443889 -0.3 1.5 0.3
O -0.027637 3.605579 -3.038389 -0.2 -0.4 -0.1
O -0.097137 2.089579 -0.951589 -0.2 -0.4 -0.4
O 0.667763 1.129379 -3.137189 0.3 -0.7 0.1
H -1.915737 0.722279 -4.908889 0.2 0.3 -0.2
H -0.552137 1.723279 -4.747289 -0.4 -0.2 -0.4
H -2.013337 2.451779 -5.185589 0.1 -0.1 0.2
H -3.955137 2.274479 -3.203189 0.0 0.1 0.1
H -2.850937 3.672779 -3.289389 0.0 0.0 0.0
H -3.069137 2.820079 -1.766689 -0.1 0.0 0.0
H -3.647437 0.063679 -1.141189 0.1 0.0 0.4
H 0.582863 4.140579 -2.528689 0.3 0.3 0.1
```
Forces are in eV/Å.

Question: Number 1 is which compound?
Answer: C21H22F3N5O6

Question: Number 2 is which compound?
Answer: C21H22I2N8O2S2Zn